Entry 1:
{
  "formula": "C27H77B2FN9O7P4S",
  "method": "wB97M-V/def2-TZVPD",
  "symbols": ["C", "C", "C", "C", "C", "B", "C", "B", "O", "O", "P", "C", "C", "C", "S", "O", "O", "F", "H", "H", "H", "H", "H", "H", "H", "H", "H", "H", "H", "H", "H", "H", "H", "H", "H", "H", "H", "H", "H", "H", "H", "O", "P", "N", "C", "C", "N", "C", "C", "N", "C", "C", "H", "H", "H", "H", "H", "H", "H", "H", "H", "H", "H", "H", "H", "H", "H", "H", "H", "H", "O", "P", "N", "C", "C", "N", "C", "C", "N", "C", "C", "H", "H", "H", "H", "H", "H", "H", "H", "H", "H", "H", "H", "H", "H", "H", "H", "H", "H", "O", "P", "N", "C", "C", "N", "C", "C", "N", "C", "C", "H", "H", "H", "H", "H", "H", "H", "H", "H", "H", "H", "H", "H", "H", "H", "H", "H", "H"],
  "xyz": [[-5.91430, 2.20985, -3.20110], [-5.15355, 3.40886, -2.51154], [-5.58102, 3.64940, -1.00877], [-5.11514, 2.44914, -0.08643], [-3.77591, 2.67895, 0.72446], [-2.39379, 2.23310, -0.00968], [-2.51342, 0.98617, -1.05760], [-2.97720, -0.40848, -0.44145], [-4.07569, -1.08287, -1.11182], [-2.40035, -1.09985, 0.66617], [-0.96063, 1.98094, 1.31478], [0.38293, 0.84865, 0.58566], [-1.59380, 1.07652, 2.84314], [-1.32760, 1.97049, 4.14204], [-1.73467, 3.71697, -1.08266], [-0.41839, 4.22508, -0.56134], [-1.49049, 3.31798, -2.50652], [-2.75609, 5.03441, -1.04086], [-5.59080, 2.12061, -4.27724], [-7.02856, 2.33096, -3.21348], [-5.63469, 1.22074, -2.73948], [-4.05706, 3.20206, -2.62190], [-5.35800, 4.32496, -3.12877], [-6.71132, 3.68364, -1.01796], [-5.25790, 4.65637, -0.64765], [-5.93432, 2.32591, 0.68563], [-5.15230, 1.52374, -0.70975], [-3.72885, 3.77938, 0.98085], [-3.91359, 2.16910, 1.72364], [-1.55771, 0.80957, -1.62873], [-3.26993, 1.28136, -1.84239], [-4.78366, -1.27333, -0.48480], [-3.04892, -1.07040, 1.38477], [1.11437, 1.45771, -0.01594], [0.92866, 0.29747, 1.39562], [-0.02069, 0.07325, -0.11092], [-2.64640, 0.70212, 2.78968], [-0.95047, 0.15810, 2.98198], [-0.37576, 1.66111, 4.65635], [-2.18816, 1.84623, 4.84659], [-1.22317, 3.03933, 3.82601], [2.07482, -1.91189, -0.60842], [3.50357, -2.13651, -1.11211], [3.13729, -3.58979, -2.00086], [4.04233, -4.68952, -2.29425], [2.27156, -3.38571, -3.16290], [4.11291, -2.55665, 0.46639], [4.54025, -3.89489, 0.81994], [3.37927, -2.00367, 1.60962], [5.16928, -2.13312, -1.73806], [6.22217, -1.53338, -0.88969], [5.21533, -1.34672, -2.99906], [4.83088, -4.42158, -3.00841], [3.48501, -5.52547, -2.73218], [4.50821, -5.11076, -1.40996], [2.83901, -3.04698, -4.04140], [1.49877, -2.64452, -2.95790], [1.76031, -4.31158, -3.43805], [3.72172, -4.62112, 0.75896], [4.94208, -3.92210, 1.83925], [5.38085, -4.22003, 0.20188], [2.46939, -2.57573, 1.82199], [3.10216, -0.96426, 1.43500], [4.00255, -2.01160, 2.50978], [5.94314, -0.53578, -0.54063], [7.15973, -1.45362, -1.44885], [6.46352, -2.14818, -0.02619], [4.96180, -0.29677, -2.82284], [4.51533, -1.73542, -3.74027], [6.20680, -1.39548, -3.45390], [5.87042, -10.64651, -0.11566], [6.01000, -9.52564, 0.92344], [7.49388, -10.12713, 1.61052], [7.96788, -9.94037, 2.97333], [8.64639, -10.06314, 0.71217], [4.65134, -10.07618, 1.86630], [4.78564, -10.66098, 3.18758], [3.62948, -10.83796, 1.14351], [6.09795, -8.06310, 1.93138], [4.82559, -7.41064, 2.31286], [6.84200, -7.00913, 1.19437], [8.25649, -8.90524, 3.19203], [8.85230, -10.56302, 3.14997], [7.25666, -10.26466, 3.72397], [9.10738, -9.06533, 0.70820], [8.36548, -10.30567, -0.31310], [9.41585, -10.78000, 1.01018], [5.36340, -11.59152, 3.17328], [3.80190, -10.87871, 3.61613], [5.22841, -9.95490, 3.89291], [3.93157, -11.88075, 0.99457], [3.42180, -10.39430, 0.16988], [2.68356, -10.83472, 1.69353], [4.18735, -7.24272, 1.44178], [5.01337, -6.44544, 2.79257], [4.26523, -7.97934, 3.05016], [6.30852, -6.71701, 0.28444], [7.83753, -7.34674, 0.90076], [6.98766, -6.12267, 1.81464], [-6.07969, 7.14567, -0.36840], [-5.97587, 8.57556, -0.91354], [-4.58445, 8.98387, 0.04165], [-4.20063, 10.29545, 0.53899], [-3.36368, 8.26966, -0.35191], [-7.42829, 9.09806, -0.09986], [-7.42363, 10.01999, 1.02019], [-8.41920, 8.05677, 0.18367], [-5.90810, 10.13983, -1.75959], [-7.17864, 10.70878, -2.25947], [-5.05956, 10.00151, -2.97265], [-3.88315, 10.98273, -0.25514], [-3.35892, 10.19909, 1.23362], [-4.97650, 10.77904, 1.12203], [-2.86419, 8.75901, -1.19984], [-3.57059, 7.24020, -0.64230], [-2.64923, 8.23100, 0.47330], [-6.88518, 9.61941, 1.88568], [-8.44697, 10.25241, 1.33457], [-7.00956, 10.98976, 0.73651], [-8.14902, 7.47104, 1.06927], [-8.52972, 7.37691, -0.66121], [-9.40590, 8.49851, 0.35767], [-7.74602, 9.98163, -2.84664], [-6.98127, 11.58202, -2.88921], [-7.81378, 11.07977, -1.45901], [-5.49719, 9.29634, -3.68631], [-4.05992, 9.64199, -2.72411], [-4.92785, 10.96508, -3.46916]],
  "forces_ev_per_a": [[0.5, -0.1, -0.3], [-0.3, -0.1, -0.3], [-0.2, -0.6, -0.8], [-1.0, 0.9, 0.7], [-0.9, 0.4, 0.2], [-0.7, -1.3, 0.6], [-0.3, -0.5, -1.0], [-0.5, -0.5, -0.6], [0.7, 1.2, 0.9], [-0.8, 1.1, -0.7], [1.4, 0.5, 0.7], [-0.3, -0.4, -0.5], [0.8, -0.8, 0.7], [-0.4, -0.3, -0.5], [5.7, 0.5, -2.3], [-3.2, -0.3, -0.3], [-1.9, 1.0, 2.1], [0.5, -0.9, -0.2], [-0.3, 0.2, 1.0], [0.9, -0.1, 0.2], [-0.4, 1.0, -0.3], [-0.9, 0.3, 0.3], [0.2, -0.6, 0.6], [1.0, -0.1, 0.1], [0.0, -0.9, -0.2], [0.7, 0.0, -0.7], [0.4, 0.6, 0.6], [-0.1, -1.0, -0.1], [0.3, 0.3, -1.0], [-0.7, 0.3, 0.6], [0.8, -0.6, 0.6], [0.2, -0.4, -0.1], [0.3, -0.3, 0.0], [-0.7, -0.4, 0.7], [-0.5, 0.6, -0.6], [0.3, 0.5, 0.6], [0.7, 0.5, 0.1], [-0.7, 0.7, -0.4], [-0.9, 0.3, -0.5], [0.7, 0.2, -0.3], [-0.2, -0.9, 0.4], [1.3, 3.2, -2.4], [-0.7, -7.0, 3.8], [-0.2, 0.0, -0.8], [0.4, 0.1, -0.1], [-0.4, 0.2, 0.1], [0.3, 0.2, 0.8], [0.6, 0.0, -0.4], [-0.3, 0.3, -0.2], [-0.5, 3.2, -0.4], [0.3, -0.1, 0.4], [-0.1, -0.4, -0.6], [0.1, 0.0, 0.0], [-0.2, 0.3, 0.0], [0.1, 0.2, 0.1], [0.0, -0.1, -0.1], [0.1, 0.0, 0.1], [0.1, 0.0, 0.1], [0.0, -0.1, 0.0], [-0.2, 0.2, 0.0], [-0.1, -0.1, -0.2], [-0.1, 0.1, 0.0], [-0.1, -0.2, 0.0], [0.2, -0.2, -0.2], [0.2, 0.0, 0.0], [-0.3, 0.0, -0.3], [-0.4, 0.0, 0.0], [0.2, 0.0, -0.1], [-0.1, -0.1, 0.1], [0.0, 0.0, 0.2], [0.4, 3.7, -2.0], [-0.2, -5.9, 5.5], [0.7, 0.2, -0.3], [0.0, 0.4, 0.2], [-0.1, -0.2, -0.4], [-0.8, -0.1, 0.0], [0.2, 0.6, 0.4], [0.1, 0.1, -0.4], [-0.9, 1.4, -2.8], [-0.5, -0.1, 0.3], [0.7, 0.0, 0.1], [0.0, 0.1, 0.1], [-0.1, 0.0, -0.3], [-0.2, 0.1, -0.1], [0.1, 0.0, 0.0], [-0.2, 0.0, 0.1], [-0.1, 0.0, 0.1], [0.1, -0.1, 0.1], [0.0, 0.0, -0.3], [0.2, -0.1, -0.1], [0.0, 0.0, -0.1], [0.1, -0.1, 0.0], [0.2, 0.1, 0.2], [-0.1, 0.1, 0.1], [0.4, 0.0, -0.3], [0.1, -0.3, -0.2], [0.0, 0.2, 0.1], [0.0, -0.2, 0.0], [-0.1, -0.1, 0.0], [0.5, -0.2, -4.3], [-0.6, 2.0, 7.9], [0.8, 0.0, -0.3], [-0.1, 0.4, -0.3], [-0.1, -0.5, 0.0], [-1.0, 0.1, 0.0], [0.2, 0.6, -0.4], [0.2, -0.3, -0.2], [-0.7, -1.8, -2.7], [-0.4, 0.2, 0.2], [0.7, 0.1, 0.1], [0.0, 0.1, 0.0], [0.0, -0.3, -0.2], [-0.2, 0.0, -0.2], [0.1, 0.1, 0.1], [-0.1, 0.1, 0.1], [-0.1, 0.0, 0.0], [0.1, 0.1, 0.1], [0.0, -0.3, -0.1], [0.3, -0.1, 0.0], [0.0, -0.1, 0.0], [0.1, 0.0, 0.1], [0.1, 0.3, 0.0], [-0.1, 0.1, 0.0], [0.3, -0.2, -0.1], [0.1, -0.3, 0.1], [0.0, 0.2, -0.1], [-0.1, -0.1, 0.2], [-0.1, 0.0, 0.1]],
  "mulliken_charge": [-1.220, 0.001, -0.303, -0.238, -0.692, 0.291, -0.583, 0.631, -0.648, -0.644, -0.137, -0.878, -0.495, -1.098, 1.353, -0.755, -0.724, -0.062, 0.363, 0.355, 0.191, -0.082, 0.353, 0.488, -0.101, 0.399, -0.095, 0.329, 0.166, 0.244, -0.130, 0.270, 0.249, 0.402, 0.135, 0.201, 0.248, 0.341, 0.293, 0.306, 0.252, -0.719, 0.846, 0.089, -0.503, -1.107, 0.240, -1.529, -1.099, -0.067, -0.952, -1.080, 0.272, 0.412, -0.145, 0.324, 0.287, 0.377, 0.451, 0.538, 0.379, 0.351, 0.304, 0.348, 0.334, 0.386, 0.241, 0.391, 0.237, 0.406, -0.791, 0.952, 0.039, -0.793, -1.104, 0.223, -1.286, -1.059, -0.043, -0.946, -1.065, 0.255, 0.383, 0.177, 0.334, 0.306, 0.363, 0.328, 0.433, 0.355, 0.312, 0.323, 0.331, 0.335, 0.330, 0.323, 0.340, 0.235, 0.399, -0.743, 0.945, 0.157, -0.869, -0.975, 0.213, -1.263, -1.049, -0.106, -0.987, -1.067, 0.288, 0.387, 0.197, 0.273, 0.124, 0.420, 0.299, 0.432, 0.357, 0.318, 0.312, 0.327, 0.342, 0.379, 0.279, 0.387, 0.238, 0.407],
  "homo_lumo_gap_ev": 4.153,
  "homo_energy_ev": -3.6,
  "charge": -1,
  "e_lumo_ev": 0.55
}



Entry 2:
{
  "formula": "C2H3ClFI",
  "method": "wB97M-V/def2-TZVPD",
  "symbols": ["C", "C", "F", "Cl", "I", "H", "H", "H"],
  "xyz": [[-0.13686, -0.19558, -0.12369], [-1.47777, -0.45915, -0.48256], [-1.71301, -0.83318, -1.71829], [-1.96055, -2.73901, 0.60505], [-3.30073, 0.75244, -0.09210], [0.09324, 0.04155, 0.82273], [0.39729, -1.12010, -0.43239], [0.23868, 0.71938, -0.66549]],
  "forces_ev_per_a": [[1.9, -0.3, -3.4], [-4.8, -1.0, 0.0], [1.0, -0.3, 0.2], [0.5, 2.3, -0.9], [1.5, -0.7, 0.4], [0.1, 0.3, 3.7], [0.1, 0.7, 0.1], [-0.4, -0.9, -0.2]],
  "mulliken_charge": [-0.755, 0.110, -0.114, -0.383, 0.141, 0.378, 0.299, 0.324],
  "homo_lumo_gap_ev": 7.986,
  "homo_energy_ev": -9.8,
  "charge": 0,
  "de_lowest_kcal_mol": 43.21,
  "e_lumo_ev": -1.78
}



Entry 3:
{
  "formula": "C42H45AsGeN2O3S4SbSeW",
  "method": "wB97M-V/def2-TZVPD",
  "symbols": ["W", "C", "O", "C", "C", "C", "C", "C", "C", "N", "N", "C", "C", "O", "C", "C", "C", "C", "C", "C", "C", "C", "H", "H", "H", "H", "H", "H", "H", "H", "H", "H", "H", "H", "H", "S", "As", "S", "S", "S", "C", "C", "O", "H", "H", "H", "C", "C", "C", "C", "C", "C", "Sb", "C", "C", "C", "C", "C", "C", "C", "C", "C", "C", "C", "C", "H", "H", "H", "H", "H", "H", "H", "H", "H", "H", "H", "H", "H", "H", "H", "C", "Ge", "C", "C", "C", "Se", "C", "H", "H", "H", "H", "H", "H", "H", "H", "H", "H", "H", "H", "H", "H"],
  "xyz": [[-1.56178, -0.81019, 0.16872], [-3.27200, 2.06314, 2.17086], [-2.80587, 1.64579, 0.90091], [-2.88970, 2.52156, -0.13037], [-3.42773, 3.79236, -0.01573], [-3.42481, 4.65241, -1.10823], [-2.87464, 4.22386, -2.30206], [-2.36011, 2.93957, -2.41889], [-2.36616, 2.04382, -1.34366], [-1.90631, 0.71279, -1.48530], [-1.94829, 0.40801, -2.78089], [-1.60219, -0.77833, -3.29883], [-0.94861, -1.78107, -2.58703], [-0.52266, -1.45768, -1.36604], [-0.60117, -3.01421, -3.15830], [-0.88715, -3.25513, -4.47436], [-1.51316, -2.25622, -5.27423], [-1.77495, -2.47408, -6.64641], [-2.36698, -1.51049, -7.41816], [-2.72961, -0.27885, -6.84170], [-2.49263, -0.04133, -5.51228], [-1.87791, -1.01561, -4.70021], [-2.78745, 2.99600, 2.46722], [-3.01302, 1.27016, 2.86621], [-4.35697, 2.19205, 2.15869], [-3.84725, 4.11776, 0.92525], [-3.83756, 5.64898, -1.01131], [-2.85296, 4.88263, -3.16154], [-1.94371, 2.60330, -3.35444], [-0.11653, -3.75306, -2.53153], [-0.63405, -4.20562, -4.92886], [-1.49233, -3.42707, -7.08038], [-2.55886, -1.69481, -8.46822], [-3.20248, 0.48225, -7.45048], [-2.77754, 0.89647, -5.05445], [-2.01743, -3.28227, 0.13286], [-2.08486, -2.90831, 2.30347], [-3.75179, -1.07139, 1.50194], [-3.87097, -1.04981, -0.52751], [-2.92828, -4.42660, 3.46645], [1.42729, 0.67900, 1.47516], [0.05678, 0.44553, 0.89312], [-0.75392, 0.05680, 1.78315], [1.50184, 0.14204, 2.41864], [1.61070, 1.74148, 1.64280], [2.19453, 0.34748, 0.77485], [5.71947, -2.88694, 3.23999], [5.73696, -2.38846, 1.94547], [4.57285, -2.37051, 1.18484], [3.37167, -2.85514, 1.70184], [3.36775, -3.33236, 3.01374], [4.52804, -3.35569, 3.77595], [1.49434, -2.83363, 0.60282], [2.50811, -2.47299, -1.26216], [3.34645, -3.41784, -1.85362], [3.94485, -3.17150, -3.08245], [3.73607, -1.95974, -3.72636], [2.94694, -0.99087, -3.12475], [2.33510, -1.24885, -1.90449], [1.18893, -4.95205, 0.53980], [0.68716, -5.51029, 1.71378], [0.38543, -6.86193, 1.78951], [0.57901, -7.67611, 0.68299], [1.05103, -7.12593, -0.49981], [1.34768, -5.77044, -0.57339], [6.62876, -2.91067, 3.82802], [6.66125, -2.01573, 1.52001], [4.61080, -1.97884, 0.17517], [2.44746, -3.70104, 3.45577], [4.50019, -3.74032, 4.78840], [3.57022, -4.34363, -1.33706], [4.57398, -3.92819, -3.53582], [4.18944, -1.77033, -4.69150], [2.79089, -0.03530, -3.60991], [1.68776, -0.49416, -1.47509], [0.47684, -4.88700, 2.57723], [-0.02813, -7.26651, 2.70453], [0.33863, -8.73083, 0.73468], [1.17538, -7.74911, -1.37738], [1.67332, -5.35711, -1.51923], [-2.47764, 5.96764, 3.53352], [-0.57738, 6.41209, 3.42441], [0.34597, 5.95366, 5.09252], [-0.38796, 8.35080, 3.19863], [0.23756, 5.58988, 1.83810], [-0.15666, 3.71939, 1.47396], [-0.02965, 3.03898, 3.29647], [-2.98200, 6.65354, 4.21546], [-2.63256, 4.95096, 3.89573], [-2.94085, 6.05081, 2.54946], [0.15753, 6.73469, 5.83054], [1.42338, 5.88982, 4.93287], [0.00757, 5.00416, 5.50400], [-0.81841, 8.87344, 4.05399], [-0.89632, 8.69107, 2.29568], [0.66445, 8.62822, 3.12254], [1.31701, 5.74740, 1.85233], [-0.14880, 6.12759, 0.96969], [-0.74201, 3.55253, 3.93716], [0.97602, 3.15582, 3.69664], [-0.29264, 1.98439, 3.26590]],
  "forces_ev_per_a": [[-2.8, 0.9, -2.4], [0.0, 0.0, -0.1], [0.1, 0.2, 0.4], [0.1, -0.1, -0.2], [0.0, 0.0, 0.0], [0.0, 0.0, 0.1], [0.0, 0.0, 0.0], [0.0, 0.0, 0.1], [-0.1, 0.0, 0.1], [0.4, 0.0, -0.1], [-0.2, 0.1, 0.0], [-0.1, -0.2, -0.1], [0.3, 0.4, 0.0], [0.4, -0.5, 0.3], [-0.1, 0.0, -0.1], [0.0, 0.0, 0.0], [0.0, 0.0, 0.0], [0.0, 0.0, 0.0], [0.0, 0.0, 0.0], [0.0, 0.0, 0.0], [0.0, 0.0, 0.0], [0.0, 0.0, 0.1], [0.0, 0.0, 0.0], [0.0, 0.0, 0.0], [0.0, 0.0, 0.0], [0.0, 0.0, 0.0], [0.0, 0.0, 0.0], [0.0, 0.0, 0.0], [0.0, 0.0, 0.0], [0.0, 0.0, 0.0], [0.0, 0.0, 0.0], [0.0, 0.0, 0.0], [0.0, 0.0, 0.0], [0.0, 0.0, 0.0], [0.0, 0.0, 0.0], [0.7, -0.1, 0.5], [-0.2, -0.3, 0.3], [0.6, 0.1, 0.1], [-0.4, -0.2, -0.1], [0.0, 0.0, -0.3], [0.2, 0.7, -0.7], [0.9, -1.8, 1.2], [0.0, 0.6, 0.9], [0.0, 0.0, 0.0], [0.0, 0.0, 0.0], [0.0, -0.1, 0.0], [0.0, 0.0, 0.0], [0.0, 0.0, 0.0], [0.0, 0.0, 0.0], [0.0, -0.2, 0.1], [0.0, 0.0, 0.0], [0.0, 0.0, 0.0], [0.4, 0.3, -0.1], [-0.1, -0.1, 0.0], [0.1, 0.1, 0.1], [0.0, 0.0, 0.0], [0.0, 0.0, 0.0], [0.0, 0.0, 0.0], [-0.1, 0.0, 0.0], [0.0, 0.1, 0.0], [0.0, 0.0, 0.0], [0.0, 0.0, 0.0], [0.0, 0.0, 0.0], [0.0, 0.0, 0.0], [-0.1, 0.0, 0.0], [0.0, 0.0, 0.0], [0.0, 0.0, 0.0], [0.0, 0.0, 0.0], [0.0, 0.0, 0.0], [0.0, 0.0, 0.0], [-0.1, 0.0, 0.0], [0.0, 0.0, 0.0], [0.0, 0.0, 0.0], [0.0, 0.0, 0.0], [0.0, 0.0, 0.0], [0.0, 0.0, 0.0], [0.0, 0.0, 0.0], [0.0, 0.0, 0.0], [0.0, 0.0, 0.0], [0.0, 0.0, 0.0], [0.0, 0.0, 0.0], [-0.1, 0.1, 0.0], [0.0, 0.0, 0.0], [0.0, 0.0, -0.1], [0.1, 0.1, -0.1], [-0.1, 0.3, 0.3], [0.0, 0.0, 0.0], [0.0, 0.0, 0.0], [0.0, 0.0, 0.0], [0.0, 0.0, 0.0], [0.0, 0.0, 0.0], [0.0, 0.0, 0.0], [0.0, 0.0, 0.0], [0.0, 0.0, 0.0], [0.0, 0.0, 0.0], [0.0, 0.0, 0.0], [0.0, 0.0, 0.0], [0.0, 0.0, 0.0], [0.0, 0.0, 0.0], [0.0, 0.0, 0.0], [0.0, 0.0, 0.0]],
  "mulliken_charge": [1.041, -1.104, 0.567, 0.870, -0.806, -0.687, -0.991, -0.750, 0.231, 0.542, -0.857, -0.369, 0.085, 1.112, -0.774, -1.172, 0.948, -0.919, -0.521, -0.708, -0.512, 0.842, 0.149, 0.266, 0.370, 0.339, 0.405, 0.375, 0.475, 0.545, 0.363, 0.386, 0.371, 0.402, 0.430, -0.205, 0.289, -0.341, -0.267, -0.510, -1.374, 0.516, -0.419, 0.363, 0.224, 0.256, -0.465, -0.710, -0.173, 0.825, -0.754, -0.537, 0.073, 0.645, -0.383, -0.771, -0.611, -0.460, -0.440, 1.426, -0.778, -0.819, -0.545, -0.792, -0.357, 0.359, 0.394, 0.330, 0.215, 0.404, 0.548, 0.384, 0.365, 0.407, -0.097, 0.341, 0.401, 0.363, 0.406, 0.258, -1.055, 0.357, -1.191, -1.252, -0.929, 0.050, -1.078, 0.448, 0.339, 0.255, 0.400, 0.370, 0.406, 0.370, 0.362, 0.362, 0.490, 0.363, 0.344, 0.446, 0.210],
  "homo_lumo_gap_ev": [4.965, 6.121],
  "homo_energy_ev": [-3.4, -4.5],
  "charge": -1,
  "spin_multiplicity": 3,
  "de_lowest_kcal_mol": 71.75,
  "e_lumo_ev": [1.55, 1.61]
}